Record 1
Below is the molecule C17H27NO4, with properties calculated with wB97M-V/def2-TZVPD.

Summary:
energy above the lowest of the compared OMol25 structures with the same formula, charge and spin	88.25	kJ/mol
SMILES	CC(C)(C)NC[C@@H](O)COc1cccc2c1C[C@H](O)[C@H](O)C2
orbital gap	9.2	eV
E_LUMO	0.7	eV
max |F|	0.8	eV/Å
HOMO	-0.31225	hartree

Structure (XYZ):
```
49
C17H27NO4 | the OMol25 dataset | wB97M-V/def2-TZVPD
C 1.36 1.95 -3.87
C 2.28 1.33 -2.81
C 1.79 1.70 -1.40
C 3.71 1.88 -2.99
N 2.38 -0.12 -2.92
C 1.15 -0.89 -2.94
C 1.36 -2.21 -2.16
O 2.45 -2.93 -2.65
C 1.55 -1.90 -0.67
O 0.36 -1.30 -0.19
C 0.37 -0.73 1.04
C 1.42 -0.83 1.95
C 1.32 -0.22 3.19
C 0.19 0.50 3.55
C -0.85 0.60 2.65
C -0.78 -0.01 1.40
C -1.94 0.15 0.48
C -3.27 -0.15 1.19
O -4.30 0.41 0.40
C -3.32 0.41 2.65
O -4.55 1.05 2.90
C -2.13 1.33 2.94
H 1.40 3.04 -3.81
H 0.33 1.64 -3.72
H 1.68 1.65 -4.87
H 1.76 2.78 -1.30
H 0.80 1.31 -1.21
H 2.47 1.31 -0.65
H 3.73 2.95 -2.82
H 4.38 1.40 -2.29
H 4.06 1.69 -4.00
H 2.93 -0.35 -3.74
H 0.35 -0.35 -2.45
H 0.82 -1.13 -3.96
H 0.48 -2.85 -2.29
H 3.21 -2.34 -2.63
H 1.76 -2.83 -0.13
H 2.40 -1.21 -0.57
H 2.30 -1.39 1.71
H 2.15 -0.30 3.89
H 0.13 0.97 4.51
H -2.00 1.19 0.13
H -1.84 -0.49 -0.39
H -3.40 -1.25 1.23
H -5.14 0.25 0.85
H -3.29 -0.43 3.35
H -4.60 1.82 2.31
H -2.17 1.65 3.98
H -2.21 2.22 2.30
```


Record 2
Below is the molecule C17H27NOS, with properties calculated with wB97M-V/def2-TZVPD.

Summary:
energy above the lowest of the compared OMol25 structures with the same formula, charge and spin	1578.15	kJ/mol
SMILES	Cc1ccc(SCCC(=O)NC(C(C)C)C(C)C)cc1
orbital gap	8.2	eV
E_LUMO	0.4	eV
max |F|	17.9	eV/Å
HOMO	-0.28932	hartree

Structure (XYZ):
```
47
C17H27NOS | the OMol25 dataset | wB97M-V/def2-TZVPD
C 7.19 1.70 -0.60
C 6.17 0.76 -0.35
C 5.00 0.85 -1.11
C 3.86 -0.14 -0.80
C 3.96 -1.15 0.14
S 2.73 -2.19 0.78
C 1.10 -1.35 0.02
C 0.58 -0.13 0.48
C -0.53 0.04 -0.31
O -0.44 0.91 -1.21
N -1.73 -0.16 0.23
C -2.97 -0.02 -0.18
C -3.64 -1.08 -0.58
C -5.16 -0.90 -0.99
C -2.98 -1.99 -1.29
C -3.87 1.12 0.74
C -4.11 0.58 2.09
C -3.01 2.32 0.74
C 5.05 -1.07 1.09
C 6.04 -0.25 0.88
H 6.76 2.41 -1.59
H 7.55 2.26 0.16
H 8.11 1.03 -0.92
H 4.67 1.29 -1.89
H 2.81 -0.13 -1.35
H 0.52 -2.42 0.35
H 1.18 -1.40 -0.84
H 1.44 0.57 0.48
H 0.35 -0.22 1.74
H -1.79 -0.68 1.36
H -2.82 0.57 -1.11
H -3.82 -1.57 0.40
H -5.85 -0.49 -0.49
H -5.18 -0.21 -1.83
H -5.57 -1.78 -1.36
H -1.93 -2.07 -1.30
H -2.71 -1.51 -2.43
H -3.40 -3.18 -1.65
H -4.72 1.41 0.37
H -4.74 -0.17 1.90
H -4.74 1.34 2.44
H -3.22 0.43 2.61
H -3.60 3.14 1.28
H -2.03 2.48 1.37
H -2.68 2.83 -0.39
H 5.15 -1.64 1.78
H 7.02 -0.11 1.18
```


Record 3
Below is a cluster of 2 separate species, C17H28BrFN6O4PS in total, with properties calculated with wB97M-V/def2-TZVPD.

Summary:
orbital gap	7.1	eV
E_LUMO	-4.7	eV
max |F|	5.7	eV/Å
charge	+1
HOMO	-0.43113	hartree

Structure (XYZ):
```
59
C17H28BrFN6O4PS | the OMol25 dataset | wB97M-V/def2-TZVPD
C -2.24 1.94 2.01
C -0.73 1.48 2.12
C 0.29 2.51 1.43
Br 1.69 2.92 2.76
C 0.83 1.92 0.10
P -0.73 1.99 -1.03
N -1.32 3.45 -1.20
C 1.88 2.71 -0.77
N 2.43 1.57 -1.55
S 3.15 1.87 -3.07
C 1.95 2.22 -4.40
O 3.94 0.68 -3.39
O 4.09 2.96 -2.88
C 1.78 0.35 -1.34
N 1.61 -0.67 -2.10
C 0.83 -1.90 -1.68
N -0.24 -2.25 -2.61
C -1.59 -1.83 -2.14
N 1.23 0.49 0.02
C 2.39 0.05 0.82
O 3.31 0.72 1.14
N 2.39 -1.38 1.17
C 3.36 -1.51 2.27
O 2.96 -1.34 3.34
F 4.63 -1.84 1.99
H -2.81 1.42 1.20
H -2.37 3.04 1.88
H -2.73 1.63 2.96
H -0.49 1.41 3.20
H -0.67 0.46 1.67
H -0.30 3.45 1.31
H -1.64 1.05 -0.46
H -0.42 1.53 -2.35
H -0.74 4.12 -0.69
H 2.68 3.05 -0.07
H 1.46 3.57 -1.34
H 2.56 2.53 -5.28
H 1.41 1.27 -4.62
H 1.26 3.01 -4.03
H 2.02 -0.66 -3.04
H 0.41 -1.79 -0.65
H 1.60 -2.71 -1.60
H -0.03 -1.73 -3.47
H -1.58 -1.24 -1.19
H -2.20 -2.75 -1.98
H -2.11 -1.22 -2.91
H 2.87 -1.82 0.36
C -2.91 -1.77 1.69
C -4.16 -2.21 2.12
C -4.25 -3.34 2.93
C -3.10 -4.02 3.32
C -1.86 -3.57 2.89
C -1.76 -2.45 2.08
H -2.84 -0.90 1.06
H -5.05 -1.68 1.83
H -5.22 -3.69 3.26
H -3.18 -4.89 3.95
H -0.96 -4.10 3.20
H -0.79 -2.11 1.74
```


Record 4
Below is a cluster of 6 separate species, C17H28Cl2F2O15 in total, with properties calculated with wB97M-V/def2-TZVPD.

Summary:
SMILES	O=C1OC[C@@H](F)O1.O=C1OC[C@@H](F)O1.COC(=O)OC.COC(=O)OC.COC(=O)OC.ClCCCl
orbital gap	10.8	eV
E_LUMO	0.2	eV
max |F|	5.3	eV/Å
HOMO	-0.39021	hartree

Structure (XYZ):
```
64
C17H28Cl2F2O15 | the OMol25 dataset | wB97M-V/def2-TZVPD
O 11.49 11.11 11.10
C 10.99 10.50 10.28
O 9.87 9.70 10.35
C 9.52 9.37 9.06
C 10.76 9.54 8.19
F 10.47 10.26 7.02
O 11.60 10.39 9.04
H 9.24 8.32 9.00
H 8.77 10.07 8.66
H 11.38 8.68 7.88
O 5.80 13.03 14.07
C 6.49 12.38 13.44
O 7.66 12.70 12.76
C 8.24 11.63 12.10
C 7.34 10.48 12.60
F 7.86 9.68 13.60
O 6.19 11.08 13.10
H 8.20 11.83 11.02
H 9.27 11.49 12.45
H 7.02 9.75 11.86
C 7.60 13.24 8.05
O 8.84 13.85 7.78
C 9.87 13.60 8.57
O 9.81 12.78 9.49
O 10.84 14.38 8.25
C 11.93 14.26 9.19
H 7.37 13.17 9.12
H 7.43 12.22 7.73
H 6.80 13.86 7.65
H 11.67 14.63 10.16
H 12.80 14.79 8.86
H 12.31 13.28 9.38
C 12.31 8.50 13.08
O 11.70 7.61 12.15
C 12.49 6.58 11.86
O 13.60 6.49 12.28
O 11.91 5.64 11.11
C 10.60 5.87 10.69
H 11.53 9.18 13.37
H 13.10 9.12 12.65
H 12.75 7.93 13.91
H 9.95 6.48 11.30
H 10.06 4.89 10.61
H 10.60 6.25 9.67
C 13.96 8.85 5.67
O 14.84 9.11 6.74
C 14.45 8.43 7.85
O 13.38 7.86 7.98
O 15.45 8.27 8.77
C 15.05 7.66 9.99
H 13.02 9.41 5.77
H 13.78 7.75 5.61
H 14.38 9.08 4.71
H 14.78 6.62 9.84
H 14.28 8.25 10.50
H 15.97 7.62 10.59
Cl 10.18 16.91 13.34
C 9.80 15.34 12.61
C 10.84 14.29 12.96
Cl 10.76 13.85 14.67
H 9.80 15.42 11.50
H 8.83 15.05 12.92
H 11.78 14.74 12.78
H 10.72 13.35 12.35
```


Record 5
Below is a structure of composition C17H28Cl5CrN5O8P, with properties calculated with wB97M-V/def2-TZVPD.

Summary:
energy above the lowest of the compared OMol25 structures with the same formula, charge and spin	110.77	kJ/mol
orbital gap (alpha / beta)	8.0 / 8.3	eV
spin multiplicity	4
E_LUMO (alpha / beta)	-5.6 / -5.4	eV
max |F|	3.2	eV/Å
charge	+2
HOMO (alpha / beta)	-0.50028 / -0.50201	hartree

Structure (XYZ):
```
65
C17H28Cl5CrN5O8P | the OMol25 dataset | wB97M-V/def2-TZVPD
Cr -0.93 0.44 0.67
O -4.32 2.76 -0.39
C -3.13 2.63 0.17
O -2.59 1.55 0.31
C -2.52 3.93 0.61
O -1.19 3.82 1.01
C -0.26 4.15 0.01
C 0.59 2.97 -0.33
O 1.68 3.30 -0.78
O 0.17 1.75 -0.23
H -4.79 1.91 -0.33
H -2.63 4.59 -0.24
H -3.04 4.30 1.53
H -0.69 4.35 -0.95
H 0.42 4.93 0.34
Cl 0.53 -2.55 6.64
C -0.08 -2.12 5.14
C 0.11 -0.80 4.75
Cl 1.23 0.25 5.48
C -0.53 -0.29 3.58
Cl -0.46 1.34 3.04
C -1.39 -1.11 2.89
O -2.00 -0.76 1.74
C -1.56 -2.42 3.30
Cl -2.56 -3.44 2.31
C -0.90 -2.93 4.39
Cl -1.23 -4.55 4.86
C -1.68 1.65 -2.78
N -0.73 0.57 -2.92
C 0.49 0.80 -3.74
C -0.79 -0.58 -2.14
N -1.36 -0.60 -0.98
N -0.44 -1.73 -2.72
C -0.62 -2.06 -4.17
C -0.13 -2.89 -1.89
H -1.93 1.98 -3.79
H -1.34 2.50 -2.18
H -2.64 1.30 -2.35
H 0.97 1.78 -3.54
H 0.16 0.81 -4.80
H 1.23 0.01 -3.64
H -1.80 -1.45 -0.77
H -0.62 -1.14 -4.72
H -1.52 -2.60 -4.41
H 0.20 -2.63 -4.57
H -0.76 -3.73 -2.17
H -0.20 -2.69 -0.82
H 0.92 -3.07 -2.10
N 3.32 1.27 -0.85
C 3.18 0.48 0.43
P 1.96 -0.87 0.25
O 1.91 -1.14 -1.21
O 0.73 -0.53 1.10
C 2.70 -2.43 1.15
N 2.00 -2.65 2.44
H 4.33 1.54 -1.00
H 2.75 2.16 -0.82
H 2.97 0.62 -1.59
H 3.06 1.25 1.23
H 4.15 0.02 0.51
H 3.80 -2.48 1.30
H 2.37 -3.23 0.48
H 2.58 -2.33 3.19
H 1.81 -3.69 2.62
H 1.07 -2.19 2.45
```


Record 6
Below is a structure of composition C17H28ClPPd, with properties calculated with wB97M-V/def2-TZVPD.

Summary:
energy above the lowest of the compared OMol25 structures with the same formula, charge and spin	244.63	kJ/mol
orbital gap (alpha / beta)	4.8 / 5.2	eV
spin multiplicity	5
E_LUMO (alpha / beta)	-8.4 / -8.8	eV
max |F|	5.6	eV/Å
charge	+2
HOMO (alpha / beta)	-0.48558 / -0.51346	hartree

Structure (XYZ):
```
48
C17H28ClPPd | the OMol25 dataset | wB97M-V/def2-TZVPD
C -0.01 0.07 -5.62
C 1.33 0.54 -5.21
C -0.28 -1.38 -5.50
C -1.14 0.98 -5.31
Cl -0.32 -0.33 -1.61
H -0.35 -1.91 -6.47
H -1.25 -1.53 -5.00
H 0.55 -1.87 -4.95
H 1.98 0.88 -6.04
H 1.88 -0.29 -4.73
H 1.23 1.40 -4.53
H -1.57 1.50 -6.19
H -0.81 1.78 -4.62
H -1.97 0.40 -4.87
C 1.30 -1.82 1.93
C 0.75 -2.84 1.10
C 1.01 -2.53 -0.24
H 0.27 -3.76 1.43
C 1.73 -1.29 -0.30
C 1.93 -0.84 1.08
H 2.53 0.03 1.34
H 1.36 -1.83 3.02
H 0.70 -3.13 -1.10
H 2.19 -0.78 -1.15
C -2.03 0.42 1.21
C -2.04 -0.74 2.07
C -2.28 -1.90 1.26
H -2.01 -0.72 3.15
C -2.45 -1.50 -0.08
C -2.31 -0.06 -0.15
H -2.51 0.62 -0.97
H -2.02 1.48 1.46
H -2.40 -2.91 1.61
H -2.61 -2.16 -0.92
Pd 0.00 -0.04 0.50
C 1.34 3.47 3.89
P 0.68 1.87 3.24
C 1.71 0.72 4.23
C -0.84 1.79 4.29
H 2.37 3.60 3.54
H 1.31 3.48 4.98
H 0.73 4.29 3.50
H 2.02 1.20 5.17
H 1.16 -0.20 4.44
H 2.60 0.46 3.65
H -0.65 2.30 5.25
H -1.66 2.31 3.76
H -1.14 0.75 4.47
```


Record 7
Below is a structure of composition C17H28N2O2, with properties calculated with wB97M-V/def2-TZVPD.

Summary:
energy above the lowest of the compared OMol25 structures with the same formula, charge and spin	1979.43	kJ/mol
orbital gap	8.6	eV
E_LUMO	0.7	eV
max |F|	16.0	eV/Å
HOMO	-0.29045	hartree

Structure (XYZ):
```
49
C17H28N2O2 | the OMol25 dataset | wB97M-V/def2-TZVPD
C -7.45 -0.49 0.06
C -6.64 0.47 0.90
C -5.89 1.69 0.13
C -4.74 1.07 -0.58
O -3.86 0.47 0.27
C -2.76 0.03 0.07
C -1.96 -0.47 1.21
C -0.66 -0.88 0.63
C -0.26 -0.99 -0.66
C -1.00 -0.60 -1.58
C -2.33 0.20 -1.28
H -2.99 0.45 -2.21
H -0.69 -0.81 -2.72
C 1.15 -1.55 -0.83
N 2.14 -1.15 -0.09
C 2.35 0.25 -0.06
C 3.44 0.62 0.93
N 4.61 -0.01 0.99
C 4.45 -1.26 0.98
C 3.35 -1.84 0.09
H 3.11 -2.95 0.07
H 3.74 -1.72 -0.87
H 5.27 -1.83 1.08
H 3.81 -1.46 2.20
C 5.58 0.53 -0.40
H 6.40 -0.42 -0.23
C 6.35 1.48 0.16
O 7.42 2.08 -0.78
H 7.93 1.15 -0.60
H 5.71 2.49 0.16
H 6.72 1.72 1.15
H 5.08 0.44 -1.27
H 3.65 1.88 0.72
H 2.92 0.55 1.84
H 1.45 0.76 -0.10
H 2.87 0.65 -1.16
H 1.42 -1.46 -2.09
H 1.06 -2.70 -0.44
H -0.02 -1.21 1.56
H -2.32 -0.12 2.16
H -4.27 1.85 -0.97
H -5.19 0.36 -1.01
H -6.81 2.02 -0.55
H -5.79 2.22 0.90
H -6.18 0.01 1.45
H -7.37 0.88 1.55
H -6.71 -1.14 -0.61
H -8.06 -0.11 -0.64
H -8.04 -1.13 0.45
```


Record 8
Below is a cluster of 2 separate species, C17H28N3O8P in total, with properties calculated with wB97M-V/def2-TZVPD.

Summary:
energy above the lowest of the compared OMol25 structures with the same formula, charge and spin	0.00	kJ/mol
SMILES	CNC(=O)[C@H](Cc1ccc(O)cc1)NC(C)=O.N[C@@H](CCCP(=O)(O)O)C(=O)O
orbital gap	8.9	eV
E_LUMO	0.2	eV
max |F|	2.7	eV/Å
HOMO	-0.31678	hartree

Structure (XYZ):
```
57
C17H28N3O8P | the OMol25 dataset | wB97M-V/def2-TZVPD
C 0.76 0.63 8.00
N 0.64 0.29 6.58
C -0.47 -0.17 6.00
O -1.50 -0.39 6.64
C -0.38 -0.49 4.49
C -1.75 -0.74 3.83
C -1.72 -1.18 2.37
C -0.75 -0.68 1.47
C -0.72 -1.13 0.14
C -1.67 -2.07 -0.31
O -1.65 -2.49 -1.60
C -2.65 -2.56 0.58
C -2.67 -2.11 1.91
N 0.49 -1.65 4.25
C 1.82 -1.61 4.28
C 2.54 -2.91 3.98
O 2.46 -0.60 4.53
H 0.14 1.50 8.22
H 0.42 -0.21 8.61
H 1.80 0.85 8.24
H 1.47 0.35 6.00
H 0.06 0.38 4.02
H -2.27 -1.51 4.40
H -2.34 0.18 3.90
H -0.02 0.05 1.81
H 0.03 -0.76 -0.54
H -1.02 -2.01 -2.13
H -3.37 -3.27 0.22
H -3.43 -2.49 2.59
H 0.05 -2.52 4.01
H 2.27 -3.26 2.99
H 3.62 -2.74 4.03
H 2.26 -3.65 4.73
N 0.31 1.28 -2.30
C 0.90 2.18 -3.33
C -0.19 2.51 -4.37
C -0.68 1.30 -5.18
C 0.46 0.62 -5.98
P 0.03 0.22 -7.67
O 0.88 -0.83 -8.24
O 0.31 1.42 -8.63
O -1.48 -0.24 -7.77
C 1.48 3.50 -2.75
O 2.05 4.27 -3.50
O 1.32 3.74 -1.42
H -0.53 1.70 -1.91
H 0.99 1.14 -1.55
H 1.73 1.66 -3.81
H 0.20 3.25 -5.08
H -1.05 2.96 -3.86
H -1.15 0.56 -4.52
H -1.46 1.65 -5.87
H 0.77 -0.30 -5.48
H 1.33 1.28 -6.04
H 1.13 1.10 -9.02
H -1.50 -0.59 -8.67
H 1.75 4.60 -1.27
```


Record 9
Below is a structure of composition C17H28N5O4Pb, with properties calculated with wB97M-V/def2-TZVPD.

Summary:
orbital gap (alpha / beta)	6.4 / 5.6	eV
E_LUMO (alpha / beta)	-12.0 / -12.8	eV
max |F|	1.3	eV/Å
charge	+3
HOMO (alpha / beta)	-0.67715 / -0.67505	hartree

Structure (XYZ):
```
55
C17H28N5O4Pb | the OMol25 dataset | wB97M-V/def2-TZVPD
Pb -0.27 0.08 -0.43
C 2.50 1.69 1.74
C 2.56 0.17 1.52
N 2.09 -0.39 0.22
C 2.32 -1.86 0.23
C 1.56 -2.62 -0.85
N 0.11 -2.33 -0.89
C -0.87 -3.11 -0.09
C -0.79 -3.14 1.44
C -0.51 -1.89 2.28
N -1.08 -0.59 1.82
C -0.72 0.49 2.78
C -0.75 1.90 2.19
N 0.05 2.09 0.97
C 1.46 2.54 1.01
H 3.45 2.13 1.45
H 2.41 1.83 2.82
H 1.98 -0.33 2.30
H 3.59 -0.13 1.68
H 2.67 0.01 -0.52
H 2.03 -2.24 1.21
H 3.38 -2.08 0.11
H 1.73 -3.69 -0.69
H 1.96 -2.36 -1.83
H -0.18 -2.44 -1.86
H -0.83 -4.16 -0.41
H -1.85 -2.75 -0.40
H -0.03 -3.86 1.76
H -1.75 -3.57 1.75
H 0.56 -1.73 2.37
H -0.88 -2.10 3.29
H -2.10 -0.67 1.80
H 0.27 0.28 3.18
H -1.41 0.49 3.63
H -0.40 2.58 2.98
H -1.78 2.17 1.95
H -0.45 2.76 0.38
H 1.49 3.53 1.49
H 1.76 2.69 -0.03
O -1.78 1.80 -1.17
C -2.33 2.20 -2.19
C -1.99 1.80 -3.57
C -2.74 2.24 -4.62
C -2.46 1.77 -5.91
C -1.37 0.93 -6.18
C -0.62 0.46 -5.14
C -0.86 0.90 -3.79
O -0.10 0.57 -2.85
N -3.35 2.20 -7.04
O -3.23 1.58 -8.07
O -4.08 3.12 -6.78
H -3.15 2.93 -2.12
H -3.60 2.90 -4.49
H -1.16 0.62 -7.20
H 0.25 -0.17 -5.31
```